# 1
Molecular formula: C4H9N
Method: DFT, ωB97M-V/def2-TZVPD

```
14
Properties=species:S:1:pos:R:3:lowdin_charge:R:1
C -1.69775 0.63814 -0.56489 -0.06
C -0.66095 0.16202 0.49315 -0.28
C 0.09520 -1.19032 1.01867 -0.07
N 0.45644 -0.43964 -0.10099 -0.24
C 1.70476 0.12857 -0.48122 -0.08
H -2.67378 0.93547 -0.17230 0.06
H -1.28625 1.55238 -1.04517 0.07
H -1.84049 -0.07172 -1.38634 0.07
H -0.60768 0.86945 1.32458 0.11
H -0.40568 -2.14777 0.90635 0.08
H 0.84540 -1.22383 1.84754 0.11
H 2.05508 0.94812 0.16419 0.08
H 2.44833 -0.67104 -0.50531 0.08
H 1.56738 0.51017 -1.49825 0.08
```

Summary:
**Net charge**: 0
**HOMO level**: -0.315 Ha
**SMILES string**: C[C@H]1CN1C
**Energy relative to the best compared isomer or geometry (same formula, charge and spin)**: 218.06 kJ/mol

---

# 2
Molecular formula: C4H9N
Method: DFT, ωB97M-V/def2-TZVPD

```
14
Properties=species:S:1:pos:R:3:lowdin_charge:R:1
C -0.09500 0.69059 1.66938 -0.04
C -0.90382 -0.29766 1.30468 -0.32
N -2.16187 -0.56817 1.77464 0.04
H -0.37007 1.46272 2.38279 0.04
H 0.85749 0.82271 1.17688 0.02
H -0.62566 -0.96899 0.49985 0.10
H -2.75152 -1.26234 1.35294 0.08
H -2.52354 -0.11019 2.59152 0.09
C 1.81723 0.36794 -1.67607 -0.09
C 1.11724 -0.21293 -2.63827 -0.08
H 2.58212 -0.22731 -1.18312 0.05
H 1.53861 1.29376 -1.19188 0.04
H 1.27097 -1.22872 -2.96512 0.04
H 0.24781 0.23860 -3.09821 0.04
```

Summary:
**Net charge**: 0
**HOMO level**: -0.295 Ha
**SMILES string**: C=CN.C=C
**Energy relative to the best compared isomer or geometry (same formula, charge and spin)**: 144.56 kJ/mol

---

# 3
Molecular formula: C4H9N
Method: DFT, ωB97M-V/def2-TZVPD

```
14
Properties=species:S:1:pos:R:3:lowdin_charge:R:1
C 0.45560 2.01034 -1.62031 -0.08
N 1.30482 1.12111 -1.94968 -0.10
C 0.78130 -0.18489 -2.31056 -0.17
H 0.89329 3.00873 -1.60162 0.06
H -0.59854 1.78354 -1.41426 0.07
H -0.08742 -0.58245 -1.75869 0.07
H 1.64392 -0.80259 -2.02035 0.07
H 0.59782 -0.37284 -3.36524 0.07
C -0.85794 -0.75667 3.32411 -0.08
C -0.66937 -1.27389 2.10500 -0.08
H -1.49896 -1.34633 3.97066 0.04
H -0.68362 0.27675 3.56413 0.04
H -1.25086 -2.09236 1.70996 0.04
H -0.03005 -0.78845 1.36684 0.04
```

Summary:
**Net charge**: 0
**HOMO level**: -0.361 Ha
**SMILES string**: C=NC.C=C
**Energy relative to the best compared isomer or geometry (same formula, charge and spin)**: 220.69 kJ/mol

---

# 4
Molecular formula: C4H9N2
Method: DFT, ωB97M-V/def2-TZVPD

```
15
Properties=species:S:1:pos:R:3:lowdin_charge:R:1
C -0.54857 1.87576 -1.69260 0.23
N 0.06627 0.84937 -0.34810 0.04
N 1.05531 0.97803 0.36220 0.34
C 0.25301 -0.33460 0.38371 -0.48
C 0.92630 -1.62254 -0.02011 0.01
C -0.59165 -0.40786 1.53257 -0.04
H 0.34530 2.21652 -1.93374 0.02
H -1.08567 2.75051 -1.27177 0.10
H -1.22397 1.20967 -2.24928 0.10
H 1.22815 -2.24437 0.90014 0.13
H 1.81819 -1.44575 -0.52256 0.06
H 0.38286 -2.37459 -0.63132 0.11
H -0.23284 -1.18888 2.23967 0.11
H -1.57798 -0.84578 1.20496 0.13
H -0.81472 0.58452 2.04623 0.13
```

Summary:
**Net charge**: +1
**HOMO level**: -0.584 Ha
**SMILES string**: C[N+]1=NC1(C)C
**Energy relative to the best compared isomer or geometry (same formula, charge and spin)**: 514.19 kJ/mol

---

# 5
Molecular formula: C4H9N2
Method: DFT, ωB97M-V/def2-TZVPD

```
15
Properties=species:S:1:pos:R:3:lowdin_charge:R:1
C -1.47362 1.83651 -0.06983 -0.09
N -0.34080 2.06757 0.40067 -0.03
C 0.24091 1.06728 1.33578 -0.21
C 0.38121 -0.23584 0.73504 -0.07
C 0.31013 -0.65586 -0.53361 -0.11
N 0.71875 -1.98799 -1.02752 0.14
H -2.03740 0.90917 -0.03878 0.07
H -1.79124 2.60732 -0.95159 0.13
H -0.47742 1.03493 2.14826 0.13
H 1.21413 1.48125 1.64150 0.14
H 0.83723 -0.99301 1.42451 0.14
H 0.18757 0.04959 -1.32518 0.11
H 0.64101 -1.89640 -2.15750 0.24
H 0.01377 -2.84139 -0.87103 0.23
H 1.57576 -2.44315 -0.71071 0.16
```

Summary:
**Net charge**: +1
**HOMO level**: -0.480 Ha
**SMILES string**: C=NC/C=C/[NH3+]
**Energy relative to the best compared isomer or geometry (same formula, charge and spin)**: 361.03 kJ/mol

---

# 6
Molecular formula: C4H9N2
Method: DFT, ωB97M-V/def2-TZVPD

```
15
Properties=species:S:1:pos:R:3:lowdin_charge:R:1
C -0.17877 0.71049 1.57806 0.01
C -0.57375 -0.69353 -0.12187 -0.21
C -0.28570 1.30258 2.81937 -0.01
C 0.97096 -0.55806 -2.24930 0.06
N -0.53352 0.37786 0.52277 0.12
N -0.42578 -0.71906 -1.56251 0.03
H -0.45187 -1.68109 0.34362 0.15
H 0.44159 1.01282 3.47043 0.08
H -1.13851 1.19176 3.41499 0.09
H -0.00907 2.30863 2.79208 0.11
H 1.48619 -1.05101 -1.53454 0.06
H 1.05820 -0.99954 -3.17629 0.08
H 1.43585 0.41178 -2.30390 0.10
H -0.72564 -1.56904 -2.00837 0.16
H -1.07019 -0.04460 -1.98454 0.17
```

Summary:
**Net charge**: +1
**HOMO level**: -0.432 Ha
**Energy relative to the best compared isomer or geometry (same formula, charge and spin)**: 492.02 kJ/mol

---

# 7
Molecular formula: C4H9N2
Method: DFT, ωB97M-V/def2-TZVPD

```
15
Properties=species:S:1:pos:R:3:lowdin_charge:R:1
C 2.81802 -0.12463 -0.61752 0.28
C 0.67483 -0.78271 -0.03226 -0.03
C -0.69596 -0.37304 -0.15500 -0.33
C -1.06850 1.04127 -0.46822 0.02
N -1.68480 -1.24664 -0.06172 0.16
N 1.72702 0.19809 0.44436 -0.06
H 3.53198 -0.88231 -0.00023 0.07
H 0.85768 -1.77475 0.20189 0.08
H -0.33436 1.65743 -0.85774 0.07
H -1.59016 1.24948 0.43722 0.11
H -1.84821 1.00898 -1.18846 0.10
H -1.78900 -1.97231 0.66864 0.16
H -2.57384 -0.88525 -0.37830 0.13
H 2.12569 0.06922 1.29952 0.11
H 1.45267 1.15507 0.28824 0.14
```

Summary:
**Net charge**: +1
**HOMO level**: -0.495 Ha
**Energy relative to the best compared isomer or geometry (same formula, charge and spin)**: 620.40 kJ/mol

---

# 8
Molecular formula: C4H9N2
Method: DFT, ωB97M-V/def2-TZVPD

```
15
Properties=species:S:1:pos:R:3:lowdin_charge:R:1
C 0.60319 -0.32751 -0.16557 -0.07
C 1.42159 0.14695 -1.29913 -0.13
C -1.96097 1.12651 0.57006 -0.02
C 1.41425 -1.09982 0.77219 -0.14
N -2.82500 -0.92276 -0.44107 0.40
N -2.21685 -0.13307 0.01434 -0.02
H 2.09004 -0.64011 -1.68561 0.10
H 2.09962 0.89232 -1.07494 0.07
H 0.77507 0.49958 -2.16507 0.09
H -2.97696 1.71759 0.88126 0.19
H -1.64285 0.85941 1.60296 0.13
H -1.45131 1.56071 -0.21392 0.07
H 1.59507 -0.33507 1.67749 0.16
H 0.70299 -1.99364 1.04465 0.12
H 2.37212 -1.35109 0.48236 0.04
```

Summary:
**Net charge**: +1
**HOMO level**: -0.472 Ha
**Energy relative to the best compared isomer or geometry (same formula, charge and spin)**: 691.46 kJ/mol

---

# 9
Molecular formula: C4H9N2
Method: DFT, ωB97M-V/def2-TZVPD

```
15
Properties=species:S:1:pos:R:3:lowdin_charge:R:1
C 0.27714 -0.61736 -0.29846 -0.01
C 3.18946 -1.53098 -0.07465 0.47
C -1.20754 1.26570 -1.05003 0.01
C -1.53348 0.37550 1.21365 -0.01
N -0.81587 -1.21528 -0.37119 0.21
N -0.82075 0.26281 -0.07694 -0.33
H 2.78988 -1.64203 -0.98749 -0.01
H 2.77235 -1.89838 0.77135 0.02
H 4.06500 -1.02038 -0.06733 0.03
H -1.34264 2.16935 -0.57164 0.07
H -0.24881 1.40317 -1.72365 0.15
H -2.04884 1.00996 -1.53114 0.07
H -1.81221 -0.61494 1.59012 0.10
H -0.92370 0.89270 1.96906 0.10
H -2.34000 1.16015 1.20834 0.12
```

Summary:
**Net charge**: +1
**HOMO level (spin up / spin down)**: -0.508 / -0.541 Ha
**Energy relative to the best compared isomer or geometry (same formula, charge and spin)**: 883.43 kJ/mol

---

# 10
Molecular formula: C4H9N2
Method: DFT, ωB97M-V/def2-TZVPD

```
15
Properties=species:S:1:pos:R:3:lowdin_charge:R:1
C 2.00092 0.73657 -0.15725 -0.03
C 0.70803 0.02685 0.32936 -0.38
N 0.76014 -1.40525 0.12558 0.11
C -0.30519 -1.49545 -0.61093 0.00
C -0.64453 0.06960 -0.40094 -0.14
N -1.93704 0.17944 0.46249 0.24
H 1.90603 0.70092 -1.29067 0.10
H 2.89779 0.15660 0.29508 0.12
H 2.04172 1.81318 0.17996 0.09
H 0.53233 0.08012 1.40777 0.14
H -0.77569 -2.23331 -1.10431 0.08
H -0.63784 0.71693 -1.26065 0.14
H -2.00596 -0.72187 1.00304 0.20
H -2.83178 0.40185 0.00893 0.18
H -1.70891 0.97384 1.01253 0.14
```

Summary:
**Net charge**: +1
**HOMO level**: -0.528 Ha
**SMILES string**: C[C@@H]1N=C[C@H]1[NH3+]
**Energy relative to the best compared isomer or geometry (same formula, charge and spin)**: 330.06 kJ/mol

---

# 11
Molecular formula: C4H9N2
Method: DFT, ωB97M-V/def2-TZVPD

```
15
Properties=species:S:1:pos:R:3:lowdin_charge:R:1
C -0.81029 0.91192 0.26230 0.06
C 0.82610 0.75633 0.44815 -0.17
C 1.82349 0.99007 -0.51579 -0.03
C 2.91361 0.04953 -0.60843 -0.06
N -0.31591 1.64704 1.09431 0.21
N -3.34818 -0.00841 -0.72149 -0.01
H -1.76357 0.42658 -0.23708 0.09
H 1.17257 -0.08996 1.12540 0.15
H 1.65087 1.86489 -1.14757 0.14
H 2.35196 -0.87857 -0.63607 0.10
H 3.62368 0.07145 0.28336 0.14
H 3.44180 0.31332 -1.61707 0.14
H -3.89941 0.57482 -1.48217 0.12
H -3.94148 -0.04677 0.07895 0.04
H -3.02718 -0.90382 -1.20171 0.09
```

Summary:
**Net charge**: +1
**HOMO level**: -0.537 Ha
**Energy relative to the best compared isomer or geometry (same formula, charge and spin)**: 475.00 kJ/mol

---

# 12
Molecular formula: C4H9N2
Method: DFT, ωB97M-V/def2-TZVPD

```
15
Properties=species:S:1:pos:R:3:lowdin_charge:R:1
C 3.53341 -0.29035 -0.00103 -0.21
C -2.42908 0.03629 -0.92155 -0.03
C -1.78794 -0.47745 0.23293 0.01
C -0.79191 0.29037 0.83328 -0.05
N 2.59916 0.78593 -0.17802 0.09
N 2.19121 -0.15793 0.51405 0.03
H 3.69900 -0.98202 -0.87377 0.10
H 4.50262 -0.10627 0.46836 0.10
H -1.87900 0.93532 -1.32248 0.13
H -2.90323 -0.65878 -1.71721 0.16
H -3.38844 0.46332 -0.63114 0.14
H -2.08589 -1.43408 0.71080 0.17
H -0.80528 0.59541 1.84650 0.12
H -0.64522 1.22690 0.14199 0.14
H 0.19058 -0.22666 0.89729 0.10
```

Summary:
**Net charge**: +1
**HOMO level**: -0.519 Ha
**Energy relative to the best compared isomer or geometry (same formula, charge and spin)**: 580.03 kJ/mol

---

no.,E (a.u.)
1,-212.46812
2,-212.49611
3,-212.46712
4,-266.90344
5,-266.96177
6,-266.91188
7,-266.86298
8,-266.83592
9,-266.76280
10,-266.97357
11,-266.91837
12,-266.87836